[1]
23
Properties=species:S:1:pos:R:3 method="wB97M-V/def2-TZVPD" charge=+1 de_lowest_kcal_mol=10.9 orbital_gap_ev=10.853 homo_ha=-0.518
H -2.6484 -0.8045 -0.6726
N -2.5939 -0.3160 -1.5608
H 3.1434 -1.2515 -0.0861
N -0.3146 0.0850 -1.4158
H 4.0128 0.1740 -0.6474
H 1.1053 -0.8573 1.4898
C 2.0900 0.6447 0.2880
H -0.8199 -1.2844 0.0919
H 0.4767 0.5432 -1.8568
H 1.7799 1.4887 -0.3261
H -3.4616 -0.2346 -2.0663
C 0.0583 -0.8003 -0.3050
C 3.0134 -0.2538 -0.5167
O -3.2729 1.0172 3.5483
H 0.2144 0.6736 1.2924
H -3.3367 0.0704 3.3994
H 2.6571 -0.4104 -1.5435
H 0.6818 -1.5858 -0.7234
H -3.2096 1.1098 4.5063
H -1.5638 0.8337 -2.8698
H 2.6293 1.0078 1.1668
C 0.8268 -0.0702 0.7964
C -1.4678 0.2207 -1.9890

[2]
28
Properties=species:S:1:pos:R:3 method="wB97M-V/def2-TZVPD" charge=+1 de_lowest_kcal_mol=0.0 smiles="CC1=NC=[NH+][C@H](C(=[NH2+])N(C)S(=O)(=O)[O-])C1" orbital_gap_ev=7.234 homo_ha=-0.485
H -0.0263 3.4103 -0.3642
C -0.7072 1.5596 -0.6210
O -0.5645 2.2789 1.9089
H 3.3256 -1.5007 1.3485
C -0.2764 0.1439 -0.9059
S -1.6145 3.1319 1.3047
H 2.2271 -1.0381 -2.8786
N -1.9257 1.9094 -0.1689
H -3.1449 0.3941 -0.9463
H -1.1952 -0.5160 -1.2722
O -0.9911 4.2485 0.5400
O -2.8894 3.2276 1.8293
N 0.7510 0.1484 -1.9152
H -4.0415 1.6123 0.1662
H 1.8276 -1.0352 2.3603
N 0.1771 2.5154 -0.7853
C 1.5206 -1.1981 0.2533
C 1.6954 -0.7911 -1.9725
H 0.2303 0.2843 1.2005
C -3.0756 1.0958 -0.0767
H 0.4567 0.5883 -2.7395
H 2.4490 -2.6651 1.7727
N 2.0957 -1.4864 -0.9003
C 0.2129 -0.4943 0.4532
C 2.2434 -1.5898 1.4976
H -3.1261 0.3278 0.7631
H 1.1413 2.4550 -1.1728
H -0.4829 -1.2034 0.7698

[3]
51
Properties=species:S:1:pos:R:3 method="wB97M-V/def2-TZVPD" charge=0 orbital_gap_ev=7.973 homo_ha=-0.307
H 5.0204 0.2100 -5.4796
C -5.5642 1.4075 4.7306
H -0.8487 -2.8067 -3.2606
H 0.5819 -4.8560 -3.5271
N 0.7676 -0.5243 1.9945
O 5.2339 0.3217 -4.5374
H -4.5021 1.6056 4.5525
O 2.5633 4.0404 1.0322
H -3.7700 -1.6962 0.7301
H 0.8830 -1.3125 -3.5065
H -2.9262 -2.7246 3.4999
C 3.3343 2.8209 1.4294
H 1.2701 -3.4906 -4.4373
O 2.7783 0.0028 0.2577
H 6.3707 1.9866 -4.9204
C 0.0963 -2.9111 -2.7189
N 1.2316 3.8259 1.2487
H 4.4780 3.5913 -4.5205
H -5.8829 0.3698 2.8671
C 4.2889 2.5272 -4.6871
H -5.3921 -1.0870 5.2600
H -1.5185 -2.0642 1.0250
H -2.9629 -3.6946 2.0327
H -6.1402 2.2951 4.4543
C 5.5026 1.6988 -4.3196
C 1.0311 -3.8631 -3.4358
O 2.2058 2.1385 -1.3198
H -7.0782 -0.0130 4.1217
H -4.4843 -3.0686 2.7109
H 2.6425 2.0125 1.9148
C -6.0204 0.1994 3.9390
O 4.2073 2.3355 0.3500
H -3.7284 -0.7284 2.2170
H 4.0584 3.1968 2.3005
H 3.4217 2.2246 -4.0910
H 4.0210 2.3767 -5.7380
H 5.7536 1.8349 -3.2635
H 1.9789 -3.9521 -2.8947
P 1.0497 0.0031 0.4540
O 0.6379 4.2627 0.2458
S 3.3397 1.2774 -0.7184
H 0.4198 1.2954 0.3753
C -3.2805 -1.5835 1.7023
H -0.1224 -3.2757 -1.7109
O -5.2565 -0.9391 4.3084
O -1.9050 -1.3025 1.4901
O 0.7006 -1.6311 -2.6059
H 0.3814 -0.9538 -0.4174
C -3.4294 -2.8404 2.5343
H -5.6795 1.2326 5.8053
H 0.2421 0.2257 2.5263

[4]
62
Properties=species:S:1:pos:R:3 method="wB97M-V/def2-TZVPD" charge=0 multiplicity=3 de_lowest_kcal_mol=97.9 orbital_gap_ev="5.894 / 5.563" homo_ha="-0.238 / -0.242"
H -5.6428 -4.8156 0.1067
C -1.9078 -3.5206 1.3676
C -2.0907 -1.3963 -2.9970
C -3.0627 -1.4017 1.3103
O 0.6445 -2.2793 1.9950
H 3.1080 6.5663 2.1702
H -6.4590 -3.4965 0.9562
C 2.9521 5.5715 1.7750
I 0.7836 -2.0342 -5.4128
C 2.8901 -0.8021 -1.8660
C -4.3119 -3.4627 1.1187
C 1.1507 0.4058 -3.6673
C 1.1892 2.4996 -2.1593
H 0.0567 4.3849 -0.7747
H 0.4834 2.9415 -2.8681
C -1.8887 -2.1345 1.3876
C 3.6141 3.3008 1.5172
N 0.0438 -0.3785 0.4043
C 2.2498 -1.5739 -2.8098
H -1.4369 -3.4231 -2.6756
C 0.3434 3.5715 -0.1003
C -3.1187 -4.1752 1.2229
H 4.3346 2.5009 1.6186
H -0.9833 -4.0694 1.4886
Te 1.4460 -1.4512 4.4745
H -2.4292 0.7234 -3.0543
Te 3.5266 -0.2667 5.9458
Te 3.6279 -1.0991 8.4307
H 2.0227 3.1899 -2.0225
Te 2.8760 0.2074 2.8801
I 3.3491 -1.2637 0.2017
H 2.3431 -2.6520 -2.8058
H -3.1394 -5.2586 1.2129
C 2.6907 0.6030 -1.8255
H -2.7196 -1.6137 -3.8483
C 1.8116 5.2733 1.0516
S -0.3749 -1.2829 1.7142
Mo 1.8130 0.9144 0.4774
H 0.4378 0.8509 -4.3509
C 1.7035 1.1670 -2.6463
N 0.5401 2.3109 -0.8228
O -0.6697 -0.3219 2.7460
C -1.9390 -0.1008 -2.5469
H -5.7705 -4.8493 1.8590
O 3.3338 1.3576 -0.9464
N -1.2153 0.2306 -1.4753
H 1.0810 6.0346 0.8131
C -0.6065 -2.0638 -1.2506
N 2.4470 2.9815 0.9450
H -5.1892 -1.5062 1.1249
H -0.0198 -2.8089 -0.7295
C 1.4896 -0.9337 -3.7928
C -5.6223 -4.1914 1.0013
H -3.0304 -0.3222 1.3781
C -0.5854 -0.7366 -0.8053
H -0.3537 1.8308 -0.9861
C -1.3864 -2.3959 -2.3375
C 1.5912 3.9660 0.6470
H 4.8255 4.7635 2.4844
C -4.2667 -2.0721 1.1706
C 3.8954 4.5735 1.9691
H -0.4750 3.4331 0.6117

[5]
71
Properties=species:S:1:pos:R:3 method="wB97M-V/def2-TZVPD" charge=+2 orbital_gap_ev=6.630 homo_ha=-0.503
C -1.3521 -2.5857 0.2536
H -3.4896 -5.7164 2.3392
H -0.0047 -6.0958 4.3162
C 3.7619 -3.5605 -3.0380
N -1.2234 -0.0479 -4.6931
H 4.1279 -2.7737 -3.6987
C 1.0745 1.8003 -0.7296
C -2.5735 -2.9911 0.8257
N 1.8791 -4.0981 0.6757
C -1.3117 -1.0758 -3.8273
H 2.2603 -6.6392 -0.0552
C 1.7740 -6.5371 0.9064
H 2.8564 -3.8701 0.5722
O 0.8116 1.0315 0.2381
H -0.5365 -4.4276 0.6379
C 0.7863 -7.4960 2.8757
C 1.4912 -3.3728 4.0646
H 1.4859 -4.0361 4.9305
H 1.6432 -8.6414 1.2760
C 3.5688 -2.1218 -1.1496
H -4.3595 -0.1696 0.2980
C 3.2859 -0.7111 0.8173
H 4.6001 -4.1318 -2.6386
C 0.8672 -5.1110 2.6389
H 6.4454 -0.5527 -0.3486
H 0.5055 -8.3682 3.4503
Se 0.1450 -1.9906 -3.0341
C -3.7354 -4.7224 1.9813
C 5.4060 -0.8453 -0.2823
C 1.4247 -7.6520 1.6524
H -4.1426 -2.7479 -3.3608
C 0.0105 0.5884 -5.1702
H -2.6474 1.0983 -5.8122
H -3.9837 -4.0799 2.8262
O 0.9025 1.3699 -1.9156
H 2.5060 -3.3182 3.6593
H -2.5160 -3.3504 -2.9832
H 1.1525 -2.3835 4.3579
C -3.1762 -2.4894 -2.9375
H -0.2190 1.0943 -6.1031
H -2.2176 0.5637 -0.6847
C -1.2532 -1.3276 -0.2890
H -3.2963 -2.1623 -1.9081
C 1.5037 -5.2722 1.4063
C -2.4799 0.2991 -5.1121
C 0.4987 -6.2307 3.3674
C -3.3492 -0.5558 -4.5187
H 5.5504 -2.1227 -1.9922
C 4.6119 -0.3333 0.7386
O 2.9751 -3.0067 -1.9775
C 4.9022 -1.7346 -1.2204
H -4.5740 -4.7768 1.2861
H 0.3751 1.2917 -4.4317
H -4.4176 -0.6435 -4.6065
N 1.3851 -1.9524 -0.0474
O 0.5775 -3.8393 3.0624
C -3.6512 -2.1208 0.8298
H 0.7559 -0.1807 -5.3498
C 2.7584 -1.6000 -0.1192
N -0.3018 -3.5095 0.2799
H -4.5931 -2.4175 1.2668
H 3.0980 -4.2213 -3.5867
C -3.5188 -0.8496 0.2758
H 5.0291 0.3499 1.4642
H 2.6328 -0.3298 1.5914
C 0.9910 -3.1825 0.2811
Pt 0.4059 -0.5752 -1.0838
O -2.5618 -4.2458 1.3154
N -2.6106 -1.4053 -3.7395
H 1.4386 2.8146 -0.5529
C -2.3204 -0.4378 -0.2831

[6]
16
Properties=species:S:1:pos:R:3 method="wB97M-V/def2-TZVPD" charge=+1 de_lowest_kcal_mol=108.9 smiles="C=[N+](C)C/C=[NH+]/[S-]" orbital_gap_ev="6.278 / 6.259" homo_ha="-0.430 / -0.429"
N 0.8393 -0.2025 0.1139
C 2.0476 0.5320 -0.4201
S -4.1253 0.0099 -0.0986
H 1.9306 -1.9619 0.0932
H 2.9185 -0.0976 -0.5334
C 0.9644 -1.4756 0.0754
H -2.6086 0.6710 1.2881
N -2.6304 0.2652 0.3350
H 0.0623 -2.0912 0.0638
H 2.5040 1.1617 0.3318
H -0.0120 1.5401 0.1260
H 1.8717 1.0652 -1.4526
H -0.4513 0.2277 1.4388
C -0.3340 0.5597 0.3599
H -1.4437 -0.3063 -1.3290
C -1.5332 0.1026 -0.3921

[7]
14
Properties=species:S:1:pos:R:3 method="wB97M-V/def2-TZVPD" charge=0 de_lowest_kcal_mol=14.1 smiles="O=CO.CSC" orbital_gap_ev=9.092 homo_ha=-0.310
H -1.4372 2.0399 -0.6131
C 3.1778 0.2538 0.2198
S -2.3228 -0.1772 -0.9871
H -1.1241 -2.2002 -0.4708
O 4.2398 0.5970 -0.2035
H -2.7533 -2.2379 0.1888
O 1.9782 0.5686 -0.3022
H -1.7623 1.1411 0.9199
C -1.8863 -1.6044 0.0294
H 2.0407 1.4168 -0.7645
H -0.3300 0.7895 -0.0061
H 3.0828 -0.3913 1.0946
C -1.3794 1.0827 -0.1086
H -1.5239 -1.2783 1.0034

[8]
23
Properties=species:S:1:pos:R:3 method="wB97M-V/def2-TZVPD" charge=0 multiplicity=2 de_lowest_kcal_mol=3.3 orbital_gap_ev="3.231 / 11.849" homo_ha="-0.105 / -0.429"
H 0.7779 -1.9880 -0.1902
H 0.0335 1.3945 0.1107
H -0.0821 -0.8214 -1.2190
C 1.6316 -0.0406 0.0330
C 0.8953 -1.0894 -0.8022
O -3.0531 0.8532 -1.0374
H -3.1312 -2.0907 1.1046
N -0.2416 0.0438 1.6593
H -3.8583 1.1547 -1.4840
H 2.3481 -0.5567 0.6674
H 3.2372 1.4641 -0.4568
H -1.0416 -0.2822 1.0811
H 1.1835 1.5889 1.4534
H 1.3629 -1.4069 -1.7404
H -0.5956 0.4013 2.5787
H 3.0991 0.1006 -1.5572
H 0.2608 -0.8160 1.9890
C 2.5301 0.7889 -0.9413
H -3.0640 -0.8879 0.1521
H -2.2896 1.2550 -1.4847
O -2.5789 -1.3424 0.8540
C 0.7029 0.8740 0.7909
H 1.8732 1.4031 -1.5611